# 1
The following is a quantum chemistry calculation of a molecular structure, C18H17BrN2O5RhS in a non-equilibrium geometry, from the OMol25 dataset.

Summary:
electronic energy: -116040.258 eV
charge: +1
relative energy (zero: lowest compared OMol25 entry of this formula, charge and spin): 87.00 kJ/mol
highest occupied orbital energy: -11.322 eV
E_LUMO: -0.1475 Eh

```
45
C18H17BrN2O5RhS | the OMol25 dataset | ωB97M-V/def2-TZVPD
Rh -0.3806 -0.7919 -0.6841
Br -2.7035 -1.7151 -0.2702
C -2.7271 -1.2213 1.5694
C -3.8300 -1.4737 2.3146
C -3.8092 -1.1082 3.6792
C -2.7022 -0.5204 4.2165
C -1.5502 -0.2636 3.4307
C -0.3814 0.3184 3.9777
C 0.7245 0.5122 3.2081
C 0.7155 0.1584 1.8364
C -0.4019 -0.3726 1.2832
C -1.5589 -0.6218 2.0577
H -4.7014 -1.9497 1.8857
H -4.6776 -1.3086 4.2915
H -2.6818 -0.2526 5.2655
H -0.3790 0.6011 5.0228
H 1.6231 0.9333 3.6393
H 1.6053 0.3098 1.2407
C 2.0232 2.1580 -1.3099
C 2.4172 0.7281 -1.2261
N 1.6015 -0.3161 -1.1539
C 2.3793 -1.4477 -1.0521
C 3.6854 -1.0915 -1.1094
N 3.6796 0.2763 -1.2182
C 4.9950 -1.8052 -1.0425
O 4.9593 -3.1125 -0.9205
O 6.0017 -1.1467 -1.0975
C 1.6967 -2.7456 -0.8994
O 2.3226 -3.7827 -0.8204
O 0.4017 -2.6369 -0.8752
H 0.9914 2.2592 -0.9811
H 2.1078 2.5196 -2.3361
H 2.6613 2.7732 -0.6762
H 4.5384 0.8091 -1.2783
H 4.0304 -3.4746 -0.9010
C -2.2469 3.1803 -2.4765
S -1.2708 1.7357 -2.8555
C -2.5395 0.7502 -3.6409
O -1.0417 1.0919 -1.5023
H -3.2464 2.8866 -2.1621
H -2.2827 3.8043 -3.3703
H -1.7314 3.7079 -1.6767
H -2.7123 1.1280 -4.6488
H -3.4476 0.7858 -3.0412
H -2.1569 -0.2683 -3.6926
```

Löwdin population analysis, charges in e, atoms 1 to 5: 0.9224 0.9671 -0.5444 -0.0978 -0.0487

---

# 2
The following is a quantum chemistry calculation of a molecular structure, C18H17Cl4MgN6O6P in a non-equilibrium geometry, from the OMol25 dataset.

Summary:
electronic energy: -104991.632 eV
charge: -2
relative energy (zero: lowest compared OMol25 entry of this formula, charge and spin): 43.83 kJ/mol
highest occupied orbital energy: -1.212 eV
E_LUMO: 0.1640 Eh

```
53
C18H17Cl4MgN6O6P | the OMol25 dataset | ωB97M-V/def2-TZVPD
Mg -0.1465 -0.0852 2.1912
Cl -1.7293 -5.8478 5.2016
C -1.3951 -4.6337 4.0070
C -1.4120 -4.9583 2.6672
Cl -1.7294 -6.5877 2.1621
C -1.1474 -3.9599 1.7127
Cl -1.1624 -4.3778 0.0193
C -0.8656 -2.6397 2.0584
O -0.6164 -1.7036 1.2005
C -0.8470 -2.2932 3.4701
O -0.6063 -1.0755 3.8012
C -1.1049 -3.3142 4.3895
Cl -1.0392 -2.9113 6.0836
O 1.8635 -0.3081 2.4944
N 2.3511 0.8148 2.1976
N 1.7480 1.4635 1.2663
O 0.7045 0.9959 0.6107
C 2.2835 2.7434 0.9722
C 3.0466 3.4108 1.9334
C 3.6201 4.6322 1.6317
C 3.4417 5.2098 0.3817
C 2.6485 4.5639 -0.5536
C 2.0618 3.3432 -0.2599
H 3.1689 2.9628 2.9069
H 4.2081 5.1458 2.3825
H 3.9175 6.1530 0.1411
H 2.4857 5.0087 -1.5276
H 1.4425 2.8352 -0.9822
C -0.6478 -1.4654 -4.0071
N -0.5562 -1.8360 -2.6117
C -1.8415 -1.5916 -1.9627
N -2.2958 -0.2138 -2.1214
C -2.3511 0.1130 -3.5291
N -1.0931 -0.0926 -4.2479
C -0.0806 0.8434 -3.7538
P 0.3488 0.7344 -1.9028
C 0.5133 -1.1383 -1.9024
C -1.4453 0.6962 -1.3563
H -1.3663 -2.1374 -4.4920
H 0.3307 -1.5939 -4.4815
H -1.7411 -1.8084 -0.9003
H -2.5834 -2.2588 -2.4163
H -2.6421 1.1622 -3.6468
H -3.1093 -0.5228 -4.0027
H -0.4301 1.8620 -3.9659
H 0.8356 0.6908 -4.3380
H 0.4930 -1.4453 -0.8535
H 1.4765 -1.4200 -2.3419
H -1.8676 1.7050 -1.4121
H -1.4519 0.3835 -0.3137
O -1.9372 0.9917 2.1060
N -1.4817 1.9244 2.7999
O -0.2663 1.8306 3.0943
```

Löwdin population analysis, charges in e, atoms 1 to 5: 0.5225 0.5749 -0.7438 -0.7449 0.5739

---

Number 1: Kohn-Sham gap 7.31 eV. Number 2: Kohn-Sham gap 5.67 eV.